87
Properties=species:S:1:pos:R:3 method="wB97M-V/def2-TZVPD" e_tot_ha=-2216.7598 e_homo_ev=-9.454 orbital_gap_ha=0.3378 lumo_ev=-0.26
O -3.915 1.493 -3.402
H -4.544 0.773 -3.435
H -3.072 1.086 -3.602
O 1.764 3.463 -2.400
H 1.286 3.849 -1.666
H 1.380 2.593 -2.507
O 0.412 4.523 -0.314
H -0.525 4.473 -0.501
H 0.624 5.453 -0.395
O -2.003 0.049 -4.889
H -1.651 0.930 -5.016
H -1.231 -0.503 -4.765
O -2.531 4.409 2.129
H -1.861 4.349 2.810
H -2.411 5.280 1.751
O -0.263 2.616 -5.108
H 0.375 1.953 -4.845
H 0.131 3.038 -5.872
O -0.059 -1.813 -4.236
H -0.607 -2.529 -3.915
H 0.603 -1.693 -3.556
O 1.026 -3.919 -1.029
H 1.344 -4.271 -1.861
H 1.789 -3.940 -0.452
O 3.247 -3.520 0.860
H 3.499 -3.530 1.784
H 3.221 -2.591 0.629
O 1.487 -1.953 4.331
H 1.946 -2.281 3.558
H 1.676 -2.597 5.014
O -4.390 -2.638 0.395
H -4.824 -1.850 0.721
H -4.347 -2.514 -0.553
O -2.445 0.133 5.054
H -2.122 1.011 4.851
H -1.785 -0.235 5.642
O -3.776 -2.450 -2.343
H -3.362 -2.952 -3.044
H -4.692 -2.375 -2.611
O 3.761 4.485 1.689
H 2.977 4.109 2.091
H 3.812 4.068 0.828
O 2.574 -0.953 -2.761
H 2.783 -1.824 -3.097
H 2.576 -1.055 -1.810
O 0.219 -0.013 2.549
H 0.868 0.002 3.252
H -0.294 -0.805 2.712
O 4.191 1.140 -2.035
H 3.399 0.640 -2.233
H 4.884 0.691 -2.519
O -0.831 2.675 5.174
H -0.444 1.837 4.921
H -0.343 2.939 5.954
O -5.458 0.055 -0.681
H -4.916 0.582 -0.094
H -6.347 0.155 -0.342
O 0.685 0.885 -2.672
H 0.323 0.533 -1.859
H 1.201 0.167 -3.036
O 3.162 -0.714 0.234
H 3.820 -0.063 -0.009
H 2.447 -0.203 0.613
O 1.029 4.387 2.441
H 0.559 4.877 3.116
H 0.577 4.608 1.626
O 5.168 1.064 1.108
H 5.714 0.290 1.244
H 4.873 1.307 1.985
O -2.022 -5.049 1.179
H -2.652 -4.580 0.631
H -2.402 -5.023 2.057
O 0.312 0.074 -0.227
H 0.180 0.412 0.659
H -0.201 -0.734 -0.253
O -0.688 -5.909 -2.298
H -0.150 -5.489 -1.627
H -0.057 -6.256 -2.929
O 2.175 2.462 3.902
H 1.587 2.957 3.331
H 2.821 3.103 4.196
O -2.213 -1.990 2.819
H -2.967 -1.402 2.840
H -2.019 -2.099 1.888
O -1.158 -2.243 -0.462
H -2.083 -2.290 -0.703
H -0.829 -3.132 -0.601